(1)
The following is a DFT calculation (ωB97M-V/def2-TZVPD) of 2 unconnected molecules or ions with the total composition C5H14N.

## Properties
ΔE to the lowest compared entry with this formula, charge and spin: 593.3 kJ/mol
gap between HOMO and LUMO: 6.384 eV
E_LUMO: -9.08 eV
electronic energy: -253.19227 Ha

Structure (ORCA input):
```
! wB97M-V def2-TZVPD RIJCOSX def2/J DEFGRID3
* xyz 1 1
C -0.9427 -1.7323 -1.0050
C -0.0507 -0.5320 -0.4328
C 1.3972 -1.0009 -0.2408
C 2.3181 0.0312 0.4981
C 2.1807 1.4729 -0.0245
N -0.4953 -0.0099 0.7134
H -0.9808 -2.3906 -0.1415
H -1.9313 -1.3643 -1.2922
H -0.3907 -2.1424 -1.8515
H 0.0131 0.2359 -1.2670
H 1.9685 -1.1387 -1.1723
H 1.4091 -1.9561 0.3207
H 3.3434 -0.3425 0.4433
H 1.9729 -0.0289 1.5300
H 2.4555 1.4891 -1.0895
H 2.8236 2.1397 0.5500
H 1.1353 1.7485 0.1268
H -7.3976 2.5212 2.1517
H -1.4633 0.3522 0.7511
H -7.3649 2.6477 1.4319
*
```


(2)
The following is a DFT calculation (ωB97M-V/def2-TZVPD) of a single C5H14N2 molecule.

## Properties
ΔE to the lowest compared entry with this formula, charge and spin: 306.4 kJ/mol
SMILES string: CNCCN(C)C
gap between HOMO and LUMO: 9.561 eV
E_LUMO: 1.05 eV
electronic energy: -308.30637 Ha

Structure (ORCA input):
```
! wB97M-V def2-TZVPD RIJCOSX def2/J DEFGRID3
* xyz 0 1
C 1.4387 1.3135 0.9985
N 1.6873 0.4588 -0.0904
C 1.7491 1.3173 -1.3371
C 0.6580 -0.6254 -0.1348
C -0.8524 -0.1382 -0.1978
N -1.6895 -1.3174 -0.3132
C -2.7378 -1.2227 0.8793
H 0.3101 1.7601 1.0213
H 1.5813 0.8435 1.8881
H 2.0696 2.1987 0.9842
H 0.7580 1.6501 -1.8509
H 2.2953 0.7369 -2.0527
H 2.2104 2.2230 -1.1261
H 0.9965 -1.2841 0.7445
H 0.6329 -1.2100 -1.1059
H -1.1640 0.5146 0.6284
H -0.8334 0.3245 -1.1464
H -1.1006 -2.0123 -0.0217
H -3.4953 -0.4059 0.8578
H -2.4020 -1.0530 1.9885
H -3.3770 -2.1426 0.7675
*
```


(3)
The following is a DFT calculation (ωB97M-V/def2-TZVPD) of a single C5H14N2 molecule.

## Properties
ΔE to the lowest compared entry with this formula, charge and spin: 274.6 kJ/mol
SMILES string: CN[C@@H](C)CCN
gap between HOMO and LUMO: 8.912 eV
E_LUMO: 1.04 eV
electronic energy: -308.31846 Ha

Structure (ORCA input):
```
! wB97M-V def2-TZVPD RIJCOSX def2/J DEFGRID3
* xyz 0 1
C 1.5554 1.3721 1.3050
N 0.2497 0.7903 0.7434
C 0.4238 -0.4578 -0.0740
C -0.8398 -0.8743 -0.7915
C -1.2369 0.2786 -1.8869
N -1.4833 1.5050 -1.2392
C 0.6821 -1.6156 0.9504
H 2.3777 0.5626 1.0505
H 1.7965 2.2248 0.5780
H 1.4034 1.6284 2.3483
H -0.2426 0.5574 1.6298
H 1.2406 -0.3202 -0.7390
H -0.3862 -1.6995 -1.3973
H -1.7633 -1.3639 -0.2258
H -0.5197 0.3565 -2.7182
H -2.1185 -0.1742 -2.2633
H -0.9632 1.8832 -0.4082
H -2.3773 1.3209 -0.6936
H 1.5407 -2.3671 0.7112
H -0.2457 -2.2529 1.1311
H 0.9065 -1.3544 1.9892
*
```


(4)
The following is a DFT calculation (ωB97M-V/def2-TZVPD) of a single C5H14N2 molecule.

## Properties
ΔE to the lowest compared entry with this formula, charge and spin: 232.2 kJ/mol
SMILES string: C[C@@H](N)CCCN
gap between HOMO and LUMO: 9.870 eV
E_LUMO: 1.09 eV
electronic energy: -308.33463 Ha

Structure (ORCA input):
```
! wB97M-V def2-TZVPD RIJCOSX def2/J DEFGRID3
* xyz 0 1
C -2.2795 -0.8748 -0.7000
C -0.6562 -1.0451 -0.6658
C 0.1161 0.3013 -0.6748
C -0.0509 1.0061 0.8151
C 1.2695 0.6644 1.5314
N 2.1595 1.8407 1.4365
N -0.1129 -1.9161 -1.7482
H -2.4940 -1.6471 -1.4409
H -2.6321 0.1084 -0.8331
H -2.8968 -1.2147 0.1442
H -0.4837 -1.6266 0.3278
H -0.1811 0.9787 -1.4724
H 1.1029 0.0797 -0.9751
H -0.5548 2.0309 0.7889
H -0.7432 0.5619 1.5631
H 1.8055 -0.2281 1.0777
H 1.0631 0.4469 2.5761
H 2.4339 2.1344 0.5396
H 2.9402 1.8130 2.1466
H 0.8554 -1.6133 -1.8981
H -0.6608 -1.8007 -2.5386
*
```


(5)
The following is a DFT calculation (ωB97M-V/def2-TZVPD) of a single C5H14N2 molecule.

## Properties
ΔE to the lowest compared entry with this formula, charge and spin: 147.7 kJ/mol
SMILES string: CNC[C@H](C)NC
gap between HOMO and LUMO: 9.721 eV
E_LUMO: 1.09 eV
electronic energy: -308.36679 Ha

Structure (ORCA input):
```
! wB97M-V def2-TZVPD RIJCOSX def2/J DEFGRID3
* xyz 0 1
C 1.5143 1.7080 0.3201
N 1.7484 0.5351 -0.5453
C 1.0264 -1.4567 -1.6061
C 0.5347 -0.2147 -0.8618
C -0.4490 -0.5829 0.2188
N -1.3545 0.4354 0.7966
C -2.5634 -0.0300 1.4570
H 2.4824 2.0967 0.6209
H 0.7916 2.3698 -0.1804
H 1.1220 1.3216 1.2568
H 2.2534 0.8094 -1.3760
H 0.3053 -2.2056 -1.9398
H 1.7223 -1.9915 -0.9500
H 1.5808 -1.1015 -2.4692
H -0.0898 0.3833 -1.5529
H -0.0728 -1.2298 1.0410
H -1.1377 -1.2039 -0.3697
H -0.7351 0.8070 1.5148
H -3.1527 0.8581 1.6663
H -2.4307 -0.7242 2.2973
H -3.0957 -0.5833 0.6617
*
```


(6)
The following is a DFT calculation (ωB97M-V/def2-TZVPD) of a single C5H14N2 molecule.

## Properties
ΔE to the lowest compared entry with this formula, charge and spin: 318.8 kJ/mol
gap between HOMO and LUMO: 7.874 eV
E_LUMO: 0.91 eV
electronic energy: -308.30162 Ha

Structure (ORCA input):
```
! wB97M-V def2-TZVPD RIJCOSX def2/J DEFGRID3
* xyz 0 1
C 0.1838 -0.4229 -1.0374
C 0.5750 -0.1114 1.5032
C -0.8161 -1.1491 -1.8951
C 0.4999 0.9845 -1.4824
C 0.5051 1.2828 2.0972
N -1.4241 -1.3112 0.7668
N -0.5290 -0.3497 0.4978
H -0.9335 -2.1817 0.9953
H -1.0664 0.5188 0.4107
H 1.0843 -1.0188 -0.8897
H 1.5449 -0.2902 1.0466
H 0.4332 -0.8494 2.2973
H -1.5168 -1.6331 -1.1801
H -0.3620 -1.9048 -2.5179
H -1.3856 -0.4656 -2.5229
H -0.4143 1.5642 -1.6140
H 1.1555 1.4970 -0.7817
H 1.0134 0.9480 -2.4453
H 1.2839 1.4044 2.8426
H -0.4660 1.4386 2.5837
H 0.6346 2.0498 1.3254
*
```


(7)
The following is a DFT calculation (ωB97M-V/def2-TZVPD) of a single C5H14N2 molecule.

## Properties
ΔE to the lowest compared entry with this formula, charge and spin: 235.0 kJ/mol
SMILES string: CNCCN(C)C
gap between HOMO and LUMO: 9.503 eV
E_LUMO: 1.06 eV
electronic energy: -308.33357 Ha

Structure (ORCA input):
```
! wB97M-V def2-TZVPD RIJCOSX def2/J DEFGRID3
* xyz 0 1
C -0.7824 0.8527 -2.5122
N 0.2642 0.5015 -1.6107
C 0.6594 -0.8660 -1.7589
C -0.1824 0.8253 -0.2478
C 0.6203 0.2198 0.9749
N -0.4526 -0.4612 1.8505
C -0.0587 -0.7813 3.2140
H -0.9964 1.8801 -2.3524
H -0.4080 0.6118 -3.4514
H -1.7338 0.3423 -2.3154
H 0.0117 -1.6599 -1.3745
H 1.6022 -1.0355 -1.2504
H 0.9445 -1.1066 -2.9077
H -1.1835 0.4363 -0.1897
H -0.3706 1.9418 -0.2212
H 1.4152 -0.4536 0.7474
H 0.8769 1.0954 1.6395
H -0.7089 -1.2857 1.3128
H -0.0818 0.0517 3.7826
H 1.0446 -1.0021 3.3298
H -0.6307 -1.6012 3.5520
*
```


(8)
The following is a DFT calculation (ωB97M-V/def2-TZVPD) of a single C5H14N2 molecule.

## Properties
ΔE to the lowest compared entry with this formula, charge and spin: 93.3 kJ/mol
SMILES string: CC[C@@H](N)CNC
gap between HOMO and LUMO: 9.558 eV
E_LUMO: 1.15 eV
electronic energy: -308.38754 Ha

Structure (ORCA input):
```
! wB97M-V def2-TZVPD RIJCOSX def2/J DEFGRID3
* xyz 0 1
N -1.2319 -1.5765 0.0189
C -1.1296 0.0829 -2.4346
C 0.0847 -0.0589 -1.5320
C -0.3917 -0.4162 -0.1191
C 0.8826 -0.5557 0.8338
N 1.4834 0.7178 1.0995
C 0.7752 1.4690 2.1343
H -0.9039 -2.4936 -0.2414
H -1.8943 -1.5831 0.7748
H -1.8745 0.7584 -1.9941
H -0.7939 0.5393 -3.3725
H -1.6966 -0.8459 -2.4916
H 0.7592 -0.8452 -1.8838
H 0.6416 0.8796 -1.4901
H -0.9476 0.4388 0.2724
H 0.5853 -1.1967 1.6720
H 1.5920 -1.0833 0.1823
H 2.4514 0.6840 1.3851
H -0.2050 1.8051 1.7694
H 0.5596 0.8640 3.0157
H 1.2539 2.4164 2.4011
*
```


Please write out number 2 again, unchanged.
The following is a DFT calculation (ωB97M-V/def2-TZVPD) of a single C5H14N2 molecule.

## Properties
ΔE to the lowest compared entry with this formula, charge and spin: 306.4 kJ/mol
SMILES string: CNCCN(C)C
gap between HOMO and LUMO: 9.561 eV
E_LUMO: 1.05 eV
electronic energy: -308.30637 Ha

Structure (ORCA input):
```
! wB97M-V def2-TZVPD RIJCOSX def2/J DEFGRID3
* xyz 0 1
C 1.4387 1.3135 0.9985
N 1.6873 0.4588 -0.0904
C 1.7491 1.3173 -1.3371
C 0.6580 -0.6254 -0.1348
C -0.8524 -0.1382 -0.1978
N -1.6895 -1.3174 -0.3132
C -2.7378 -1.2227 0.8793
H 0.3101 1.7601 1.0213
H 1.5813 0.8435 1.8881
H 2.0696 2.1987 0.9842
H 0.7580 1.6501 -1.8509
H 2.2953 0.7369 -2.0527
H 2.2104 2.2230 -1.1261
H 0.9965 -1.2841 0.7445
H 0.6329 -1.2100 -1.1059
H -1.1640 0.5146 0.6284
H -0.8334 0.3245 -1.1464
H -1.1006 -2.0123 -0.0217
H -3.4953 -0.4059 0.8578
H -2.4020 -1.0530 1.9885
H -3.3770 -2.1426 0.7675
*
```


Question: Among the records above, which one has the highest electronic energy?
Answer: C5H14N


Question: The highest electronic energy belongs to which entry?
Answer: C5H14N


Copy entry 8 word for word.
The following is a DFT calculation (ωB97M-V/def2-TZVPD) of a single C5H14N2 molecule.

## Properties
ΔE to the lowest compared entry with this formula, charge and spin: 93.3 kJ/mol
SMILES string: CC[C@@H](N)CNC
gap between HOMO and LUMO: 9.558 eV
E_LUMO: 1.15 eV
electronic energy: -308.38754 Ha

Structure (ORCA input):
```
! wB97M-V def2-TZVPD RIJCOSX def2/J DEFGRID3
* xyz 0 1
N -1.2319 -1.5765 0.0189
C -1.1296 0.0829 -2.4346
C 0.0847 -0.0589 -1.5320
C -0.3917 -0.4162 -0.1191
C 0.8826 -0.5557 0.8338
N 1.4834 0.7178 1.0995
C 0.7752 1.4690 2.1343
H -0.9039 -2.4936 -0.2414
H -1.8943 -1.5831 0.7748
H -1.8745 0.7584 -1.9941
H -0.7939 0.5393 -3.3725
H -1.6966 -0.8459 -2.4916
H 0.7592 -0.8452 -1.8838
H 0.6416 0.8796 -1.4901
H -0.9476 0.4388 0.2724
H 0.5853 -1.1967 1.6720
H 1.5920 -1.0833 0.1823
H 2.4514 0.6840 1.3851
H -0.2050 1.8051 1.7694
H 0.5596 0.8640 3.0157
H 1.2539 2.4164 2.4011
*
```